# 1
{"formula": "C46H47BrClN4O3PPb", "method": "ωB97M-V with the def2-TZVPD basis set", "symbols": ["Pb", "C", "C", "C", "C", "C", "C", "C", "P", "C", "C", "C", "C", "C", "C", "C", "C", "C", "C", "C", "C", "C", "C", "H", "H", "H", "H", "H", "H", "H", "H", "H", "H", "H", "H", "H", "H", "H", "H", "H", "H", "H", "H", "C", "O", "C", "C", "C", "Br", "C", "C", "C", "O", "C", "N", "C", "C", "C", "C", "C", "C", "N", "H", "H", "H", "H", "H", "H", "H", "H", "H", "H", "H", "C", "C", "N", "C", "C", "C", "O", "C", "C", "C", "C", "N", "C", "H", "H", "H", "H", "H", "H", "H", "H", "H", "H", "H", "H", "H", "H", "Cl", "C", "H", "H"], "xyz": [[-0.311, -0.502, 0.915], [2.821, -1.282, 3.751], [3.656, -0.036, 3.856], [4.614, 0.068, 4.860], [5.431, 1.182, 4.969], [5.300, 2.222, 4.062], [4.347, 2.137, 3.059], [3.519, 1.021, 2.946], [2.267, 0.912, 1.610], [2.065, 2.665, 1.123], [2.369, 3.136, -0.154], [2.112, 4.452, -0.515], [1.559, 5.322, 0.409], [1.247, 4.863, 1.682], [1.480, 3.543, 2.059], [1.098, 3.098, 3.447], [3.202, 0.090, 0.278], [4.388, 0.640, -0.212], [5.053, 0.069, -1.281], [4.525, -1.077, -1.863], [3.381, -1.658, -1.348], [2.702, -1.112, -0.250], [1.525, -1.828, 0.331], [2.929, -1.897, 4.643], [3.133, -1.881, 2.892], [1.762, -1.050, 3.615], [4.718, -0.745, 5.569], [6.166, 1.238, 5.762], [5.932, 3.098, 4.134], [4.234, 2.960, 2.364], [2.813, 2.469, -0.880], [2.342, 4.790, -1.517], [1.350, 6.349, 0.140], [0.798, 5.542, 2.397], [0.458, 3.844, 3.918], [1.977, 2.956, 4.078], [0.554, 2.148, 3.425], [4.784, 1.541, 0.243], [5.964, 0.513, -1.660], [5.023, -1.533, -2.710], [3.003, -2.575, -1.784], [1.820, -2.326, 1.258], [1.193, -2.608, -0.357], [-2.442, 0.883, 4.871], [-2.109, 1.499, 3.641], [-2.363, 2.823, 3.518], [-2.934, 3.611, 4.501], [-3.103, 4.972, 4.261], [-3.872, 6.039, 5.626], [-2.736, 5.551, 3.073], [-2.179, 4.751, 2.068], [-1.972, 3.398, 2.296], [-1.407, 2.556, 1.379], [-1.811, 5.399, 0.799], [-1.586, 6.681, 0.678], [-1.264, 6.865, -0.655], [-0.900, 8.027, -1.336], [-0.586, 7.917, -2.676], [-0.629, 6.679, -3.340], [-0.989, 5.518, -2.684], [-1.305, 5.640, -1.335], [-1.671, 4.717, -0.382], [-1.891, 1.334, 5.701], [-2.155, -0.160, 4.767], [-3.515, 0.946, 5.070], [-3.234, 3.193, 5.450], [-2.871, 6.606, 2.885], [-0.608, 2.965, 1.010], [-0.865, 8.977, -0.819], [-0.299, 8.800, -3.231], [-0.372, 6.636, -4.391], [-1.010, 4.561, -3.189], [-1.805, 3.727, -0.525], [-5.578, -6.739, -1.701], [-4.609, -6.245, -0.638], [-3.237, -6.679, -0.873], [-2.945, -8.100, -0.677], [-2.579, -8.806, -1.974], [-2.165, -5.852, -1.000], [-1.016, -6.258, -0.917], [-2.402, -4.395, -1.280], [-3.213, -3.929, -2.305], [-3.280, -2.567, -2.544], [-2.538, -1.714, -1.743], [-1.748, -2.153, -0.762], [-1.676, -3.464, -0.549], [-6.591, -6.407, -1.473], [-5.588, -7.829, -1.751], [-5.308, -6.363, -2.689], [-4.919, -6.617, 0.343], [-4.630, -5.160, -0.576], [-3.831, -8.552, -0.230], [-2.125, -8.188, 0.037], [-3.393, -8.745, -2.697], [-2.369, -9.859, -1.784], [-1.689, -8.354, -2.409], [-3.772, -4.625, -2.918], [-3.891, -2.166, -3.340], [-2.563, -0.641, -1.893], [-1.006, -3.799, 0.235], [-1.249, 1.642, -1.777], [0.062, 0.558, -1.136], [0.967, 1.154, -1.167], [0.159, -0.237, -1.875]], "forces_ev_per_angstrom": [[-0.1316, -0.0567, -0.0156], [-0.0072, -0.0080, 0.0035], [0.0078, 0.0194, 0.0041], [0.0029, -0.0008, -0.0064], [0.0004, -0.0063, 0.0043], [-0.0078, 0.0019, -0.0104], [0.0062, -0.0124, 0.0054], [0.0020, 0.0116, 0.0350], [0.0017, 0.0066, -0.0151], [0.0335, 0.0020, -0.0041], [-0.0056, 0.0104, -0.0069], [0.0072, -0.0152, 0.0021], [0.0099, 0.0088, 0.0149], [0.0139, -0.0054, -0.0077], [0.0062, 0.0277, 0.0126], [-0.0127, -0.0018, 0.0197], [0.0135, 0.0846, 0.0572], [0.0507, 0.0164, -0.0223], [0.0072, 0.0507, 0.0368], [-0.0372, -0.0537, -0.0106], [0.0242, -0.0165, -0.0483], [-0.0693, -0.0404, -0.0221], [0.0316, -0.0334, -0.0608], [-0.0009, 0.0005, 0.0021], [0.0056, 0.0004, 0.0031], [0.0009, 0.0068, -0.0028], [0.0006, -0.0004, 0.0002], [-0.0004, -0.0016, -0.0004], [-0.0001, 0.0000, 0.0014], [0.0054, -0.0054, 0.0025], [-0.0191, -0.0141, -0.0076], [-0.0025, 0.0047, 0.0032], [0.0052, -0.0092, 0.0027], [-0.0074, -0.0038, -0.0022], [-0.0041, -0.0050, -0.0041], [-0.0072, 0.0099, -0.0118], [-0.0005, 0.0052, -0.0014], [0.0024, -0.0039, 0.0028], [0.0009, 0.0010, 0.0028], [-0.0029, -0.0015, -0.0009], [0.0011, 0.0018, 0.0019], [-0.0352, 0.0047, 0.0059], [0.0067, -0.0005, 0.0097], [0.0058, 0.0100, -0.0023], [-0.0141, -0.0008, 0.0048], [0.0251, 0.0059, -0.0175], [-0.0049, -0.0094, 0.0228], [0.0030, -0.0027, -0.0130], [-0.0002, 0.0038, 0.0016], [-0.0002, 0.0102, 0.0047], [0.0107, 0.0039, -0.0225], [-0.0370, 0.0067, 0.0433], [0.0613, 0.0204, -0.0444], [-0.0043, -0.0776, -0.0496], [0.0075, 0.0274, 0.0006], [-0.0219, 0.0160, 0.0131], [0.0014, 0.0000, 0.0027], [-0.0004, -0.0014, -0.0015], [-0.0014, -0.0013, 0.0011], [0.0154, 0.0104, -0.0106], [-0.0169, -0.0294, 0.0030], [0.0297, 0.0266, 0.0392], [-0.0016, -0.0056, 0.0017], [0.0025, -0.0022, 0.0020], [-0.0018, 0.0009, -0.0023], [-0.0016, 0.0009, 0.0001], [0.0000, 0.0007, 0.0017], [0.0137, 0.0127, 0.0132], [0.0000, -0.0005, 0.0009], [0.0005, -0.0006, 0.0004], [0.0001, 0.0015, 0.0006], [-0.0108, -0.0046, 0.0072], [-0.0051, -0.0139, -0.0123], [-0.0053, -0.0013, -0.0068], [0.0130, 0.0013, 0.0014], [-0.0019, -0.0030, -0.0058], [-0.0046, 0.0102, 0.0135], [0.0004, -0.0090, -0.0065], [0.0129, 0.0018, 0.0255], [-0.0074, -0.0017, -0.0099], [-0.0030, -0.0103, -0.0048], [-0.0020, 0.0005, -0.0075], [0.0048, -0.0068, 0.0016], [0.0062, -0.0077, 0.0064], [0.0255, -0.0550, 0.0274], [-0.0074, 0.0324, -0.0004], [0.0025, 0.0016, 0.0034], [0.0025, 0.0002, 0.0027], [0.0024, 0.0022, 0.0001], [-0.0025, -0.0023, -0.0003], [-0.0016, 0.0040, -0.0045], [-0.0004, -0.0018, -0.0030], [0.0025, -0.0014, -0.0037], [0.0001, 0.0021, 0.0007], [0.0003, 0.0016, 0.0004], [0.0009, 0.0024, 0.0010], [-0.0034, -0.0007, 0.0024], [0.0017, 0.0021, -0.0001], [-0.0098, -0.0019, -0.0004], [0.0064, -0.0087, -0.0025], [-0.0143, 0.0321, 0.0101], [0.0071, 0.0021, 0.0115], [0.0221, 0.0226, -0.0150], [0.0021, 0.0048, 0.0025]], "lowdin_charge": [1.049, -0.058, -0.266, -0.048, -0.079, -0.079, -0.098, -0.306, 1.049, -0.335, -0.091, -0.061, -0.068, -0.044, -0.294, -0.042, -0.329, -0.102, -0.086, -0.079, -0.046, -0.333, -0.349, 0.079, 0.077, 0.058, 0.109, 0.103, 0.104, 0.107, 0.094, 0.109, 0.108, 0.120, 0.086, 0.082, 0.068, 0.105, 0.101, 0.102, 0.110, 0.018, 0.031, -0.067, -0.106, -0.224, -0.061, -0.677, 0.738, -0.074, -0.073, -0.193, -0.036, -0.279, 0.181, -0.248, -0.024, -0.100, -0.098, -0.022, -0.202, 0.177, 0.100, 0.093, 0.098, 0.097, 0.108, 0.078, 0.109, 0.096, 0.098, 0.096, 0.071, -0.072, -0.211, -0.058, -0.203, -0.070, -0.418, 0.074, -0.115, -0.011, -0.031, -0.125, -0.012, -0.073, 0.078, 0.069, 0.068, 0.123, 0.110, 0.116, 0.120, 0.068, 0.076, 0.074, 0.114, 0.110, 0.062, 0.124, 0.478, -0.743, -0.043, -0.012], "e_tot_ha": -5794.2800, "charge": 0, "homo_lumo_gap_ev": 7.77, "mol_weight_g_mol": 1057.438, "de_lowest_kcal_mol": 0.0, "homo_energy_ha": -0.2745}

---

# 2
{"formula": "C46H48AsEuF2N9P2S5Se", "method": "ωB97M-V with the def2-TZVPD basis set", "symbols": ["Eu", "N", "C", "C", "N", "C", "C", "N", "C", "C", "N", "H", "H", "H", "H", "H", "H", "S", "As", "S", "S", "S", "C", "P", "C", "C", "C", "C", "C", "C", "C", "C", "C", "C", "C", "C", "P", "C", "C", "C", "C", "C", "C", "C", "C", "C", "C", "C", "C", "H", "H", "H", "H", "H", "H", "H", "H", "H", "H", "H", "H", "H", "H", "H", "H", "H", "H", "H", "H", "H", "H", "C", "C", "C", "N", "H", "H", "H", "H", "H", "C", "N", "C", "Se", "N", "C", "C", "C", "C", "C", "C", "H", "H", "H", "H", "H", "H", "H", "H", "S", "C", "N", "C", "C", "N", "H", "H", "H", "H", "H", "H", "F", "C", "F", "H"], "xyz": [[0.252, 0.869, 1.984], [-1.863, 2.125, 5.365], [-1.458, 3.361, 4.892], [-1.640, 3.286, 3.551], [-2.139, 2.098, 3.190], [-2.251, 1.406, 4.306], [-2.942, 0.120, 4.417], [-4.244, 0.123, 4.696], [-4.593, -1.216, 4.770], [-3.510, -2.006, 4.375], [-2.470, -1.141, 4.283], [-1.667, 1.692, 6.239], [-1.214, 4.212, 5.497], [-1.462, 4.116, 2.900], [-5.573, -1.543, 5.043], [-3.387, -3.075, 4.188], [-1.513, -1.355, 3.998], [0.539, -1.728, 5.856], [1.695, -0.780, 4.369], [1.104, -1.648, 2.391], [1.144, 1.437, 4.562], [3.783, -0.849, 4.695], [1.392, -2.364, -0.862], [0.093, -1.116, -1.065], [0.454, -0.284, -2.670], [1.576, -0.464, -3.496], [1.860, 0.400, -4.558], [0.977, 1.446, -4.820], [-0.185, 1.600, -4.065], [-0.443, 0.747, -3.025], [-1.457, -2.133, -1.402], [-2.074, -2.850, -0.368], [-3.228, -3.599, -0.599], [-3.825, -3.649, -1.876], [-3.189, -2.958, -2.887], [-2.060, -2.202, -2.638], [1.669, -3.635, -2.167], [2.911, -4.702, -1.358], [3.132, -6.001, -1.802], [4.080, -6.796, -1.182], [4.738, -6.322, -0.067], [4.507, -5.048, 0.401], [3.616, -4.252, -0.260], [0.287, -4.821, -1.960], [-0.184, -5.318, -0.774], [-1.103, -6.363, -0.747], [-1.621, -6.851, -1.951], [-1.192, -6.326, -3.148], [-0.222, -5.352, -3.153], [1.245, -2.789, 0.151], [2.273, -1.727, -0.816], [2.314, -1.238, -3.278], [2.750, 0.303, -5.196], [1.204, 2.162, -5.593], [-0.856, 2.421, -4.292], [-1.263, 0.990, -2.399], [-1.665, -2.847, 0.629], [-3.647, -4.099, 0.261], [-4.754, -4.174, -2.078], [-3.644, -2.945, -3.870], [-1.631, -1.620, -3.430], [2.578, -6.385, -2.667], [4.325, -7.768, -1.589], [5.432, -6.947, 0.468], [4.980, -4.745, 1.359], [3.380, -3.272, 0.144], [0.279, -5.002, 0.168], [-1.471, -6.724, 0.193], [-2.357, -7.628, -1.912], [-1.681, -6.652, -4.060], [0.108, -4.943, -4.090], [-6.107, -0.529, 0.363], [-5.051, 0.129, -0.525], [-3.768, 0.215, 0.191], [-2.797, 0.277, 0.811], [-7.044, -0.575, -0.139], [-6.245, 0.060, 1.262], [-5.804, -1.539, 0.658], [-5.345, 1.171, -0.780], [-4.850, -0.403, -1.467], [-2.169, 6.215, -1.991], [-0.855, 5.560, -1.948], [-0.717, 4.281, -1.521], [-2.013, 3.134, -0.943], [0.586, 3.965, -1.615], [1.295, 5.047, -2.066], [2.628, 5.186, -2.390], [2.994, 6.433, -2.901], [2.099, 7.485, -3.084], [0.764, 7.323, -2.744], [0.367, 6.090, -2.267], [-2.920, 5.604, -2.555], [-2.082, 7.148, -2.548], [-2.495, 6.432, -0.969], [0.986, 3.045, -1.426], [3.324, 4.359, -2.207], [4.050, 6.662, -3.077], [2.519, 8.419, -3.466], [0.030, 8.127, -2.861], [1.348, 4.131, 1.706], [2.629, 3.903, 2.734], [3.706, 3.079, 2.531], [4.447, 2.854, 3.791], [3.680, 3.677, 4.834], [2.746, 4.416, 3.998], [3.689, 2.374, 1.796], [5.489, 3.137, 3.773], [4.346, 1.808, 4.047], [4.311, 4.354, 5.360], [3.124, 3.061, 5.565], [1.874, 4.704, 4.396], [2.923, 1.268, 0.368], [2.896, 0.677, -0.918], [2.425, 1.818, -1.796], [3.990, 0.752, -1.153]], "forces_ev_per_angstrom": [[-0.4521, 1.1705, -1.0431], [-0.1740, 0.8447, -0.1304], [-0.3498, -0.6425, 0.4152], [0.2091, 1.6168, 0.5130], [-0.1247, -1.1113, -0.7682], [0.2768, -0.3364, -0.4938], [-1.2191, -0.2684, 0.4500], [0.2978, -1.0463, 0.6796], [1.2379, 0.0222, -1.2691], [-0.7802, 0.1777, 0.9653], [0.5886, 0.6808, -1.2719], [0.1466, -0.0362, 0.6395], [0.3153, -0.1566, 0.3008], [0.0308, -0.0533, -0.5780], [-0.3983, -0.0282, -0.0628], [-0.0389, 0.5645, 0.3418], [0.0202, -0.2377, 0.4046], [-0.4884, -0.3417, 0.2199], [0.3262, 0.4901, 0.8717], [0.0386, -0.0409, 0.5582], [0.1452, -0.9850, -0.6953], [0.3249, -0.0996, -0.2743], [-0.2242, -0.8481, 0.1006], [-0.4818, 0.4994, -0.0560], [-0.3836, 0.2013, -0.8177], [0.4710, -0.2019, 0.2112], [-0.5873, 0.2342, -0.0282], [-0.0152, -0.1934, 0.0746], [0.6129, 0.2383, -0.8264], [0.9314, -0.6509, 0.3947], [0.4122, -0.0426, 0.3886], [-0.2758, -0.0919, -0.3840], [-0.0101, 0.3811, -0.3217], [0.5881, 0.0874, 0.9083], [-0.7260, 0.1311, -0.1860], [0.2737, 0.3106, -0.4235], [-0.2387, 0.1162, 0.0633], [-0.1413, -0.1128, 0.0338], [-0.0043, -0.0851, -0.7503], [-0.1006, -0.0523, -0.3241], [0.4503, -0.2640, 0.2434], [0.7322, -0.4213, 1.3196], [-0.5425, 1.2255, 0.4112], [0.0368, -0.0556, -1.4059], [0.4019, -0.8222, 1.2773], [-0.0768, 0.4730, -0.8648], [0.2323, 0.1662, 1.1228], [-0.4290, -0.2878, -0.2157], [-0.0424, 0.5488, 0.2782], [0.1188, 0.0674, -0.4897], [0.2491, 0.2332, 0.0691], [-0.3794, 0.2097, 0.0455], [-0.3331, -0.1621, 0.5484], [0.0284, 0.0871, -0.2159], [-0.0677, -0.0079, 0.1352], [-0.7504, -0.1438, 0.5167], [0.1898, 0.1293, 0.2525], [-0.2497, -0.2192, -0.0432], [0.1590, -0.0963, 0.1841], [0.1284, -0.0098, -0.1407], [0.1521, 0.0792, -0.4703], [0.1837, 0.1322, 0.3130], [-0.1442, -0.1645, 0.0841], [0.2062, -0.2488, 0.0273], [-0.3646, 0.0650, -0.8861], [0.2478, -0.0786, -0.0010], [-0.3454, 0.1434, -0.2537], [-0.0327, -0.2637, 0.3363], [-0.3754, -0.3156, -0.1100], [0.2729, -0.0414, -0.1128], [0.1880, 0.1781, -0.2906], [0.7775, -0.2027, 0.2255], [0.3942, 0.5791, -0.1111], [0.5790, 0.0668, 0.5393], [-0.4897, -0.2067, -0.5518], [-0.8065, -0.1116, -0.5334], [0.0497, 0.0715, 0.2512], [-0.0327, 0.1957, -0.0802], [0.1518, -0.6051, 0.0726], [-0.2386, 0.0184, 0.2599], [0.0848, -0.1085, -0.5300], [-1.7385, 0.1851, 0.2221], [0.0976, -0.7790, -0.0015], [-0.2242, 0.1907, 0.3094], [-0.0165, 0.1001, 0.0116], [-0.0864, 0.1892, -0.4014], [0.2978, 0.2064, 0.0889], [0.8996, -0.0448, 0.2489], [0.3338, -0.1306, 0.1314], [-0.6635, 0.6623, -0.2916], [0.9968, -0.3041, -0.1656], [0.7694, 0.2146, 0.8262], [0.2280, 0.0509, 0.1266], [-0.1817, -0.1873, -0.2530], [0.1095, -0.0364, -0.0019], [-0.2488, 0.4201, -0.1628], [-0.3314, -0.3446, -0.1202], [-0.4793, -0.1761, 0.1688], [0.3279, -0.2363, -0.0175], [-0.4192, 0.2750, -0.4942], [1.6612, -1.5985, 0.9009], [-0.3851, 0.9990, 0.4978], [-0.8958, -0.5823, 0.0790], [-0.7603, -0.4689, -0.2886], [-0.4767, 0.3901, -0.6049], [-0.1406, 0.3003, 0.1284], [0.3127, 0.1536, -0.4570], [0.2471, -0.4632, 0.0499], [0.6423, 0.6077, 0.4392], [0.3390, 0.0504, -0.4912], [-0.2596, 0.1319, 0.0610], [-0.5086, 0.6014, 0.9123], [0.5210, -0.2445, -0.8918], [0.0363, 0.0985, 0.5906], [-0.3507, -0.1666, -0.1863]], "lowdin_charge": [0.972, 0.098, -0.138, -0.249, 0.052, -0.362, -0.304, 0.091, -0.166, -0.105, 0.099, 0.146, 0.100, 0.068, 0.066, 0.108, 0.053, -0.242, -0.568, -0.159, -0.061, -0.221, -0.610, 0.987, -0.384, -0.123, -0.094, -0.110, -0.114, -0.170, -0.356, -0.122, -0.092, -0.100, -0.113, -0.111, 1.045, -0.381, -0.109, -0.108, -0.118, -0.083, -0.095, -0.400, -0.098, -0.075, -0.104, -0.111, -0.124, -0.044, 0.001, 0.060, 0.100, 0.085, 0.095, 0.004, 0.094, 0.096, 0.092, 0.095, 0.088, 0.104, 0.092, 0.090, 0.125, 0.095, 0.126, 0.096, 0.087, 0.097, 0.085, -0.095, -0.213, -0.244, 0.166, 0.053, 0.077, 0.077, 0.119, 0.110, -0.047, -0.073, -0.780, 0.615, 0.122, -0.184, 0.012, -0.108, -0.118, -0.033, -0.165, 0.084, 0.071, 0.090, 0.116, 0.123, 0.098, 0.096, 0.102, 0.551, -0.922, 0.038, -0.152, -0.197, -0.008, 0.100, 0.100, 0.026, 0.086, 0.069, 0.103, -0.238, -0.183, -0.238, 0.029], "e_tot_ha": -10495.5948, "charge": -2, "spin_multiplicity": 8, "homo_lumo_gap_ev": [5.19, 5.19], "mol_weight_g_mol": 1293.078, "de_lowest_kcal_mol": 19.5, "homo_energy_ha": [-0.0604, -0.0607]}